Entry 1:
2 unconnected molecules or ions with the total composition CH4ClPS in a non-equilibrium geometry, computed with ωB97M-V with the def2-TZVPD basis set.

As for the HOMO energy (alpha / beta): -0.291 / -0.390 Eh. For the energy relative to the best compared isomer or geometry (same formula, charge and spin), the calculation gives 13.7 kcal/mol. Its expectation value of S² is 2.010. The total energy is -33745.6884 eV.

```
! wB97M-V def2-TZVPD RIJCOSX def2/J DEFGRID3
* xyz 0 3
C -1.0479 -2.1390 0.0842
P 2.4532 -0.9511 -0.3320
S 2.1792 0.7690 0.5759
Cl -1.8496 -0.5397 -0.2655
H -1.3798 -2.8953 -0.6320
H 0.0105 -1.7944 0.1416
H 1.5395 -1.8540 0.4871
H -1.5157 -2.2779 1.1123
*
```

---

Entry 2:
A molecular structure, C35H38N3O3ReSe2Si in a non-equilibrium geometry, computed with ωB97M-V with the def2-TZVPD basis set.

As for the HOMO energy (alpha / beta): -0.398 / -0.408 Eh. For the energy relative to the best compared isomer or geometry (same formula, charge and spin), the calculation gives 25.3 kcal/mol. Its expectation value of S² is 0.874. The total energy is -188221.5322 eV.

```
! wB97M-V def2-TZVPD RIJCOSX def2/J DEFGRID3
* xyz 1 2
Re -1.1664 -0.1995 -0.1802
C -1.1310 -5.0727 0.9801
C -0.5495 -4.4892 2.2686
C 0.1440 -3.1410 2.0766
C 1.5506 -3.2114 1.4767
N 1.6975 -3.0705 -0.0013
C 1.7454 -1.9274 -0.6901
Se 1.3188 -0.2180 0.0122
N 2.1287 -2.1692 -1.9432
C 2.5431 -1.1733 -2.9667
C 1.6980 -1.1450 -4.2296
C 0.2570 -0.6780 -4.0570
C 0.1455 0.7984 -3.6856
C 2.3301 -3.5504 -2.0834
C 2.7667 -4.3156 -3.1629
C 2.8926 -5.6727 -2.9499
C 2.6028 -6.2510 -1.7003
C 2.1841 -5.4853 -0.6331
C 2.0523 -4.1179 -0.8586
H -1.6001 -6.0408 1.1625
H -0.3728 -5.2166 0.2042
H -1.9002 -4.4083 0.5726
H 0.1542 -5.1932 2.7265
H -1.3613 -4.3575 2.9870
H 0.2498 -2.6406 3.0420
H -0.4856 -2.5026 1.4687
H 2.0036 -4.1710 1.7151
H 2.1778 -2.4410 1.9118
H 3.5705 -1.4312 -3.2197
H 2.5592 -0.2026 -2.4827
H 1.7089 -2.1360 -4.6875
H 2.2162 -0.4729 -4.9218
H -0.2425 -1.3021 -3.3115
H -0.2693 -0.8478 -4.9982
H 0.7073 1.0490 -2.7798
H -0.8922 1.0825 -3.5141
H 0.5260 1.4323 -4.4927
H 2.9990 -3.8761 -4.1233
H 3.2275 -6.3069 -3.7617
H 2.7161 -7.3200 -1.5721
H 1.9701 -5.9335 0.3298
O -0.9801 1.5976 0.0666
Si -0.8456 3.0608 0.9720
C 0.2772 2.6353 2.3672
C 1.3481 3.4620 2.7278
C 2.1718 3.1378 3.8036
C 1.9337 1.9820 4.5351
C 0.8742 1.1452 4.1935
C 0.0585 1.4705 3.1197
C -2.5349 3.5001 1.5561
C -3.6754 2.7721 1.1929
C -4.9325 3.1151 1.6831
C -5.0682 4.1973 2.5424
C -3.9507 4.9377 2.9132
C -2.6972 4.5907 2.4266
C -0.0955 4.3232 -0.1175
C 1.1733 4.0956 -0.6745
C 1.7687 5.0405 -1.4977
C 1.1045 6.2323 -1.7741
C -0.1513 6.4748 -1.2346
C -0.7494 5.5250 -0.4115
H 1.5453 4.3685 2.1615
H 2.9996 3.7861 4.0673
H 2.5672 1.7355 5.3793
H 0.6817 0.2485 4.7739
H -0.7711 0.8121 2.8774
H -3.5958 1.9361 0.5101
H -5.8050 2.5414 1.3901
H -6.0463 4.4674 2.9230
H -4.0572 5.7823 3.5849
H -1.8314 5.1741 2.7371
H 1.7064 3.1732 -0.4567
H 2.7494 4.8544 -1.9211
H 1.5710 6.9743 -2.4111
H -0.6682 7.4007 -1.4577
H -1.7351 5.7212 0.0008
O -3.1295 -2.2748 -1.7679
C -1.9871 -2.6123 -1.6974
O -0.9762 -1.8983 -1.1344
H -1.6382 -3.5900 -2.0424
Se -5.0805 -1.6535 2.1375
C -3.6989 -1.1439 1.3073
N -2.7016 -0.7719 0.7210
*
```